Entry 1:
8
Properties=species:S:1:pos:R:3:forces:R:3 method="wB97M-V/def2-TZVPD" multiplicity=1 smiles=ClCC(Cl)(Cl)Br de_lowest_kj_mol=92.3 homo_lumo_gap_ev=10.7 largest_force_ev_per_a=6.1
Br 1.361 1.747 0.267 0.93 -0.47 -0.39
Cl -1.913 -1.110 0.561 0.05 -0.52 0.41
Cl 1.435 -0.769 -1.612 -0.12 0.27 0.36
Cl 1.248 -1.165 1.267 0.22 0.12 -0.18
C -0.900 0.166 -0.065 4.09 -0.79 4.47
C 0.845 -0.134 -0.085 -3.19 0.77 0.25
H -1.249 0.250 -0.994 -0.82 1.40 -3.78
H -0.826 1.014 0.662 -1.15 -0.77 -1.14



Entry 2:
18
Properties=species:S:1:pos:R:3:forces:R:3 method="wB97M-V/def2-TZVPD" multiplicity=1 de_lowest_kj_mol=407.6 homo_lumo_gap_ev=8.3 largest_force_ev_per_a=3.3
S 3.702 -0.511 -0.154 -0.84 0.34 -2.69
N 3.377 -0.563 1.252 0.16 -0.39 2.93
C 0.057 0.929 -0.403 -1.74 -1.32 -0.85
C -0.356 1.557 0.882 -0.47 2.23 -0.46
C -0.328 -0.506 -0.544 2.34 -1.36 0.39
C 1.068 1.386 0.509 1.19 -1.97 2.37
C -1.575 -0.702 -1.334 -0.24 -1.51 -0.45
H -0.283 -0.863 0.479 -0.69 -0.58 0.27
H -2.016 -1.729 -1.531 1.06 0.94 0.49
H -0.723 2.575 0.897 -0.38 -0.17 0.07
H 0.530 -1.051 -0.987 -0.38 0.08 -0.25
H -0.680 0.885 1.661 -0.22 0.11 0.02
H 1.707 2.096 0.092 0.80 1.55 0.09
H 2.424 -0.172 -0.777 1.08 -0.17 -0.21
H -1.348 -0.257 -2.284 -0.42 0.27 -0.72
H -2.322 -0.160 -0.834 -1.37 0.94 0.34
H 0.011 1.448 -1.336 -0.27 0.74 -0.30
H 1.494 0.680 1.242 0.41 0.30 -1.02



Entry 3:
16
Properties=species:S:1:pos:R:3:forces:R:3 method="wB97M-V/def2-TZVPD" multiplicity=1 de_lowest_kj_mol=362.4 homo_lumo_gap_ev=8.5 largest_force_ev_per_a=0.5
N -1.077 -0.301 0.070 0.10 0.02 0.07
C -0.586 1.300 1.930 0.03 0.03 0.03
C 0.442 0.293 -1.593 -0.21 0.01 0.18
C 1.041 -1.449 -1.232 0.34 -0.38 0.02
C -0.313 0.739 0.571 0.08 -0.01 -0.05
C 0.612 1.082 -0.368 0.02 0.07 0.13
C -0.555 -0.629 -1.180 -0.22 0.04 -0.15
H -0.489 0.531 2.706 -0.01 0.09 -0.12
H -1.598 1.716 1.997 0.14 -0.07 -0.04
H -1.712 -0.859 0.620 0.09 0.08 -0.10
H 0.977 -2.087 -2.113 -0.02 0.12 0.14
H -1.149 -1.276 -1.819 0.13 0.11 0.10
H 1.340 1.877 -0.238 -0.18 -0.11 -0.03
H 2.033 -1.007 -1.198 -0.10 -0.06 0.00
H 0.909 -2.030 -0.308 -0.07 0.19 -0.13
H 0.126 2.098 2.154 -0.10 -0.12 -0.04



Entry 4:
15
Properties=species:S:1:pos:R:3:forces:R:3 method="wB97M-V/def2-TZVPD" multiplicity=1 smiles="O[C@]12C[C@@H]1NCC2=S" de_lowest_kj_mol=785.4 homo_lumo_gap_ev=7.9 largest_force_ev_per_a=7.1
S -2.849 -0.538 -0.135 2.22 -0.58 -0.01
O 0.705 -0.945 1.300 -5.40 -0.20 4.54
N 0.578 1.329 -0.193 2.52 5.16 3.74
C 0.596 0.188 -0.885 2.11 -2.92 -3.47
C 1.123 -1.303 -0.787 1.42 0.36 -2.33
C -1.204 -0.281 0.076 -4.64 2.49 0.56
C 0.062 -0.867 0.003 -0.70 -2.84 3.28
C -0.800 1.236 0.353 -0.97 3.06 -0.87
H 0.031 0.331 -1.796 -0.24 -0.56 -0.36
H 1.415 1.706 0.523 -3.20 -1.94 -2.61
H -0.182 -1.271 2.022 4.19 1.68 -3.17
H -1.646 2.048 -0.134 2.39 -2.56 0.79
H 1.956 -1.308 -0.058 -0.05 -1.22 -1.45
H 0.868 -1.980 -1.603 1.18 0.38 -0.27
H -0.654 1.655 1.316 -0.87 -0.30 1.63